This record from OMol25 describes a cluster of 2 separate species, C4H4S in total. The level of theory is ωB97M-V/def2-TZVPD.

Structure (ORCA input):
```
! RIJCOSX wB97M-V def2-TZVPD def2/J DEFGRID3
* xyz 0 1
C 1.31586 1.03888 1.45475
C 1.62317 -0.05842 1.07544
S 2.17256 -1.52843 0.43659
H 0.98956 1.97007 1.81301
H 1.52510 -2.28430 1.33273
C -1.85209 -0.06719 -1.55965
C -0.97813 0.50830 -0.98374
H -2.61227 -0.59246 -2.05841
H -0.22483 1.02238 -0.46867
*
```

The value obtained for the HOMO energy is -9.29 eV. Its structure (SMILES) is C#CS.C#C. The energy above the lowest of the compared OMol25 structures with the same formula, charge and spin is 96.1 kcal per mole. Its gap between HOMO and LUMO is 10.0 eV.

Atomic partial charges in e from the Löwdin method, atoms 1 to 6: 0.0195 -0.6630 0.7587 0.0260 -0.1219 0.0067

This record from OMol25 describes a structure of composition C4H5AgLiO2. The level of theory is ωB97M-V/def2-TZVPD.

Structure (ORCA input):
```
! RIJCOSX wB97M-V def2-TZVPD def2/J DEFGRID3
* xyz 3 3
H 1.44602 -0.97788 -2.22471
C 2.06039 -1.22552 -1.33825
C 2.43020 -0.13820 -0.42913
O 2.35830 -2.39402 -1.11034
Li 2.33104 -4.06667 -1.90558
H 2.57652 0.80215 -0.97745
H 3.32926 -0.36344 0.15382
C 1.11698 0.34644 0.92355
C 0.03032 1.10822 0.48999
O -0.22713 2.09057 -0.13740
Ag -1.55167 3.50437 -0.60405
H 1.69595 0.91842 1.66261
H 0.78957 -0.58618 1.40070
*
```

The value obtained for the HOMO energy (alpha / beta) is -20.37 / -23.03 eV. Its gap between HOMO and LUMO (alpha / beta) is 6.6 / 6.0 eV. Its expectation value of S² is 2.034.

Atomic partial charges in e from the Löwdin method, atoms 1 to 6: 0.2182 -0.1065 0.0617 0.1919 0.9324 0.1398

This record from OMol25 describes the molecule C4H5BO2. The level of theory is ωB97M-V/def2-TZVPD.

Structure (ORCA input):
```
! RIJCOSX wB97M-V def2-TZVPD def2/J DEFGRID3
* xyz 0 1
B 1.26921 -0.85073 0.10437
C -1.14580 -1.39919 0.30785
C -1.52689 -0.19848 -0.11972
C 0.81167 0.64979 0.00445
C -0.66351 0.97730 -0.17861
O 1.72702 1.48097 0.10337
O 2.47324 -1.23947 0.00148
H -1.63593 -2.31255 0.57696
H -2.54026 0.00463 -0.39944
H -0.88170 1.73536 -0.93205
H -0.86617 1.51628 0.79629
H 2.97913 -0.36392 -0.26496
*
```

The value obtained for the HOMO energy (alpha / beta) is -8.14 / -8.14 eV. The energy above the lowest of the compared OMol25 structures with the same formula, charge and spin is 75.1 kcal per mole. Its gap between HOMO and LUMO (alpha / beta) is 7.8 / 7.8 eV.

Atomic partial charges in e from the Löwdin method, atoms 1 to 6: -0.1903 0.0748 -0.2669 -0.2888 -0.1650 0.0588

This record from OMol25 describes a structure of composition C4H5BaLiO. The level of theory is ωB97M-V/def2-TZVPD.

Structure (ORCA input):
```
! RIJCOSX wB97M-V def2-TZVPD def2/J DEFGRID3
* xyz 2 1
C -1.65490 1.86286 -0.29682
C -2.73434 1.29542 -0.43848
H -3.71303 0.86420 -0.57775
C -0.23862 -0.97410 0.17192
C 1.22428 -0.85962 0.05791
O 1.83830 0.25322 0.08521
Ba 0.89429 2.62653 0.02361
H -0.53012 -2.02837 0.30582
H -0.51612 -0.51320 1.13436
H -0.22205 -0.92286 -1.02076
H 1.80153 -1.74209 0.37917
Li 3.85075 0.13800 0.17579
*
```

The value obtained for the HOMO energy is -14.88 eV. Its gap between HOMO and LUMO is 6.2 eV.

Atomic partial charges in e from the Löwdin method, atoms 1 to 6: -0.4720 -0.1445 0.0164 -0.0330 -0.2367 -0.4156

This record from OMol25 describes a cluster of 2 separate species, C4H5Br in total. The level of theory is ωB97M-V/def2-TZVPD.

Structure (ORCA input):
```
! RIJCOSX wB97M-V def2-TZVPD def2/J DEFGRID3
* xyz 0 1
C 0.29604 -0.25955 0.27755
C 0.45075 -1.51688 0.18136
C 0.74295 1.07406 -0.17946
C -0.34911 0.82115 0.72175
Br -3.46819 0.25280 -0.78169
H 0.15703 -2.26674 0.92580
H 1.16681 -1.74608 -0.59716
H 1.74618 1.32984 0.06293
H 0.61675 1.12113 -1.26887
H -1.35920 1.19028 0.65780
*
```

The value obtained for the HOMO energy (alpha / beta) is -10.35 / -8.24 eV. The energy above the lowest of the compared OMol25 structures with the same formula, charge and spin is 96.4 kcal per mole. Its gap between HOMO and LUMO (alpha / beta) is 9.3 / 4.7 eV.

Atomic partial charges in e from the Löwdin method, atoms 1 to 6: -0.3872 0.0744 -0.1019 0.0010 0.0331 0.0854

This record from OMol25 describes the molecule C4H5Br. The level of theory is ωB97M-V/def2-TZVPD.

Structure (ORCA input):
```
! RIJCOSX wB97M-V def2-TZVPD def2/J DEFGRID3
* xyz 0 3
C 0.01522 0.22791 0.01274
C 1.04380 1.09556 0.50980
C -1.34784 0.35129 0.18665
C 0.77501 -1.04525 -0.60341
Br 0.57615 2.44241 1.78805
H -2.04966 -0.34261 -0.25208
H -1.87196 1.28854 0.46295
H 0.05045 -1.56734 -1.14950
H 1.14194 -1.71208 0.17176
H 1.66688 -0.73844 -1.12696
*
```

The value obtained for the HOMO energy (alpha / beta) is -8.17 / -9.88 eV. The energy above the lowest of the compared OMol25 structures with the same formula, charge and spin is 0.0 kcal per mole. Its gap between HOMO and LUMO (alpha / beta) is 9.1 / 8.4 eV. Its expectation value of S² is 2.044.

Atomic partial charges in e from the Löwdin method, atoms 1 to 6: -0.4718 -0.3943 0.0103 -0.0564 0.6301 0.0505

This record from OMol25 describes the molecule C4H5Br3O. The level of theory is ωB97M-V/def2-TZVPD.

Structure (ORCA input):
```
! RIJCOSX wB97M-V def2-TZVPD def2/J DEFGRID3
* xyz 0 1
C -0.90000 -0.64568 1.09891
C 0.00873 0.54430 0.68877
Br 1.18471 1.08017 2.33403
C 0.76840 0.03963 -0.46819
Br 1.92909 1.74580 -1.17988
Br 1.91057 -1.34683 -0.14054
C -0.06185 -0.04143 -1.74464
O -0.12816 -1.02812 -2.37584
H -0.59168 -1.61992 0.78539
H -1.11425 -0.59491 2.19108
H -1.80127 -0.42245 0.43077
H -0.51298 1.45408 0.51954
H -0.69130 0.83536 -2.13941
*
```

The value obtained for the HOMO energy is -10.36 eV. Its structure (SMILES) is C[C@@H](Br)C(Br)(Br)C=O. The energy above the lowest of the compared OMol25 structures with the same formula, charge and spin is 11.5 kcal per mole. Its gap between HOMO and LUMO is 9.3 eV.

Atomic partial charges in e from the Löwdin method, atoms 1 to 6: -0.1399 -0.7429 0.5510 -1.1497 0.5434 0.8738

This record from OMol25 describes a structure of composition C4H5BrClFN3O2. The level of theory is ωB97M-V/def2-TZVPD.

Structure (ORCA input):
```
! RIJCOSX wB97M-V def2-TZVPD def2/J DEFGRID3
* xyz 1 1
C -1.10780 1.05727 0.74933
C -1.03696 -1.32644 0.60752
C -0.66848 0.12785 -1.34511
C 1.04350 -0.01009 0.57737
N -1.71147 1.85078 1.34014
N 1.97226 1.31842 -0.31162
N -0.47381 -0.03500 0.14875
O 1.21223 2.19435 -0.66108
O 3.08209 1.07051 -0.43619
F 1.55402 -1.14139 0.21429
Cl 0.26306 -1.11690 -2.25147
Br 1.08427 0.19700 2.55977
H -0.83774 -2.15788 -0.23994
H -0.34143 -1.76779 1.42821
H -1.94567 -1.33324 1.01625
H -0.49267 1.13978 -1.78726
H -1.59537 -0.06723 -1.60894
*
```

The value obtained for the HOMO energy is -15.29 eV. The energy above the lowest of the compared OMol25 structures with the same formula, charge and spin is 88.6 kcal per mole. Its gap between HOMO and LUMO is 10.5 eV.

Atomic partial charges in e from the Löwdin method, atoms 1 to 6: -0.2715 0.0017 -0.4201 -0.6424 0.3014 -0.2810

F_max / eV/Å: 0.65, 5.47, 5.83, 3.97, 4.40, 3.18, 4.17, 7.59